# 1
Molecular formula: C32H48BBrN3O2P2Pb
Method: DFT, wB97M-V/def2-TZVPD

Structure (XYZ):
```
90
Properties=species:S:1:pos:R:3:forces:R:3
Pb -0.085446 -0.015774 -0.452855 0.3 -0.4 0.2
C 2.780764 -3.449587 1.206490 0.1 -0.1 0.0
C 2.080337 -2.583050 2.257876 0.2 0.1 0.1
C 2.782424 -1.209794 2.278975 -0.2 -0.6 1.3
C 2.228106 -3.227594 3.640288 -0.1 -0.1 0.0
P 0.350353 -2.218640 1.641047 0.6 -0.5 0.3
C -0.368662 -1.449428 3.161628 0.1 0.0 0.1
N -1.401002 -0.526184 2.761933 -0.4 0.3 0.3
B -1.492134 0.137155 1.498299 -0.3 0.6 -0.3
N -2.643578 1.015849 1.628794 -0.2 -0.2 0.3
C -3.247919 1.899050 0.649669 0.1 -0.1 0.1
P -2.235279 1.903732 -0.903161 -0.2 0.0 -0.2
C -3.548652 1.858833 -2.232875 0.0 0.1 0.0
C -4.654628 2.915576 -2.116202 -0.1 -0.1 0.0
C -2.872227 1.956290 -3.605432 -0.1 0.0 0.0
C -4.191660 0.465983 -2.117447 0.0 -0.1 0.0
C -1.337646 3.539885 -0.805742 0.0 0.0 -0.1
C -0.233797 3.570722 -1.876869 0.0 0.0 0.1
C -2.208925 4.786862 -0.941183 0.1 0.1 0.1
C -0.651917 3.548134 0.571520 0.1 0.1 0.0
C -3.202821 0.848241 2.901427 0.2 0.1 -0.4
C -4.306720 1.441584 3.485479 0.0 0.0 0.1
C -4.630407 1.088214 4.799238 0.1 0.0 -0.1
C -3.856886 0.169522 5.499298 0.0 0.0 -0.1
C -2.739727 -0.430089 4.911558 -0.1 0.0 0.0
C -2.424791 -0.093488 3.606095 0.2 0.0 -0.2
C -0.687254 -3.772460 1.471965 0.0 0.0 -0.2
C -2.152723 -3.307827 1.497463 -0.1 0.0 0.0
C -0.502711 -4.862128 2.526011 0.0 0.0 0.1
C -0.404623 -4.355694 0.081076 0.3 -0.1 -0.1
H 3.855214 -3.476371 1.418908 0.0 0.0 0.0
H 2.650928 -3.043047 0.200451 0.0 0.0 0.1
H 2.414731 -4.478336 1.215078 0.0 0.0 0.0
H 3.841100 -1.362703 2.520553 0.0 0.0 0.0
H 2.372670 -0.544770 3.042548 0.0 -0.1 0.3
H 2.718621 -0.684272 1.319581 0.1 -0.4 1.1
H 3.292982 -3.253037 3.900700 -0.1 0.0 0.0
H 1.859780 -4.249123 3.677814 -0.1 -0.1 0.0
H 1.723621 -2.654671 4.421221 0.0 0.0 0.0
H 0.422900 -0.924056 3.698185 0.1 0.0 0.0
H -0.766555 -2.209386 3.838134 -0.1 -0.1 0.0
H -3.328074 2.914922 1.049799 0.0 0.0 0.0
H -4.263640 1.573700 0.414326 0.0 0.0 0.0
H -4.344210 3.889673 -2.486172 0.1 0.0 0.0
H -5.011195 3.040550 -1.090794 0.0 0.0 0.0
H -5.510952 2.593394 -2.718392 0.0 0.1 0.0
H -2.496272 2.960417 -3.800967 0.0 0.0 0.0
H -3.605081 1.719527 -4.383704 0.0 0.0 0.0
H -2.044407 1.249725 -3.704100 0.0 0.0 0.1
H -4.774620 0.352924 -1.200593 0.0 0.0 0.0
H -3.461970 -0.345761 -2.154966 0.0 0.1 0.0
H -4.879250 0.340397 -2.960463 0.0 0.0 0.0
H -0.626705 3.478658 -2.887935 0.0 0.0 0.0
H 0.500410 2.777021 -1.728143 0.0 0.0 0.0
H 0.295732 4.526543 -1.809851 0.0 0.0 0.0
H -2.530912 4.942584 -1.970231 0.0 0.0 0.0
H -1.617788 5.661434 -0.647650 0.0 0.0 0.0
H -3.095391 4.758632 -0.302497 0.0 0.0 0.0
H -0.090467 2.632234 0.770529 0.0 0.1 0.0
H -1.361077 3.694525 1.389204 0.0 0.0 0.0
H 0.067290 4.371643 0.595365 0.0 0.0 0.0
H -4.905627 2.161320 2.941083 0.0 0.0 0.0
H -5.491510 1.539007 5.276223 0.0 0.0 0.0
H -4.120599 -0.087705 6.517515 0.0 0.0 0.0
H -2.139760 -1.135652 5.470317 0.0 0.0 0.0
H -2.466032 -2.986413 2.493569 0.0 0.0 0.0
H -2.786604 -4.151204 1.203013 0.0 0.0 0.0
H -2.345378 -2.492969 0.794351 0.0 -0.2 0.2
H -0.582654 -4.481686 3.547948 0.0 0.0 0.0
H 0.456870 -5.372019 2.421652 0.0 0.1 0.0
H -1.287596 -5.616972 2.395660 0.0 0.0 0.0
H -0.624868 -3.626746 -0.703488 0.3 -0.7 0.5
H -1.048435 -5.227736 -0.081081 0.0 0.0 0.0
H 0.632296 -4.681303 -0.030312 0.0 0.0 0.1
Br 5.298727 -1.503510 -6.220955 0.0 0.0 0.0
C 4.780516 -0.890429 -4.492087 0.0 0.0 0.0
C 3.782280 -1.561966 -3.809341 0.0 0.0 0.1
C 3.414911 -1.106118 -2.546936 0.0 0.0 0.0
C 4.025834 0.005170 -1.978507 0.1 -0.1 -0.1
C 5.021466 0.660471 -2.694392 0.0 0.0 -0.1
C 5.411020 0.218764 -3.953269 0.0 0.0 0.1
C 3.604990 0.524213 -0.602478 0.4 0.6 -0.3
O 4.119265 1.596502 -0.238466 -0.3 -0.3 0.0
O 2.764136 -0.187456 0.007948 -0.1 1.0 -2.5
H 3.300721 -2.422774 -4.252729 0.0 0.0 0.0
H 2.645249 -1.613935 -1.979866 0.0 0.0 0.0
H 5.477067 1.530325 -2.238492 0.0 0.0 0.0
H 6.188268 0.725822 -4.509465 0.0 0.0 0.0
N -1.994661 -2.649199 -1.853851 -0.2 0.4 -0.3
C -1.438095 -1.800857 -1.295038 -0.4 0.5 -0.4
```
Positions in Å, forces in eV/Å.

As for the LUMO energy: 2.27 eV. For the maximum force, the calculation gives 2.66 eV/Å. For the HOMO-LUMO gap, the calculation gives 0.2636 Eh. Its HOMO energy is -4.9 eV. The charge is -1. The value obtained for the total energy is -5037.46703 Ha. The value obtained for the molar mass is 866.62 g/mol.

Results of the Löwdin charge analysis, in e, for atoms 1 through 2:
1. Pb 1.02
2. C -0.10

# 2
Molecular formula: C32H48BIrN10O
Method: DFT, wB97M-V/def2-TZVPD

Structure (XYZ):
```
93
Properties=species:S:1:pos:R:3:forces:R:3
Ir -0.440201 0.558041 0.669387 0.9 -1.4 1.0
C -1.441570 3.073762 -2.960365 0.0 0.0 0.0
C -0.457647 3.552298 -1.887789 0.0 0.0 0.0
C 0.913246 2.890631 -1.920900 0.0 0.0 0.0
C -1.101987 3.477859 -0.541210 -0.1 0.1 0.3
C -2.018859 4.446023 -0.049755 0.1 0.1 -0.1
C -2.258301 4.118449 1.240609 0.0 0.0 0.1
N -1.537221 2.992682 1.539085 0.2 0.0 0.2
N -0.853840 2.579193 0.404674 -0.2 0.6 -0.7
B -1.144528 2.615224 2.871001 0.1 0.1 -0.2
N -2.363576 0.394754 1.140498 -0.6 0.0 -0.7
C -3.674194 0.679668 1.228905 0.1 0.1 0.3
C -4.319648 0.031824 0.185797 0.1 0.0 -0.1
C -3.311134 -0.559404 -0.604411 -0.2 0.3 0.3
N -2.156817 -0.318462 0.027470 -0.2 0.6 -0.5
C -3.460140 -1.390014 -1.843180 0.0 0.0 0.1
C -2.152662 -1.545353 -2.603376 -0.1 0.0 0.0
C -4.059981 -2.753251 -1.478593 0.0 0.0 0.0
N 0.072961 1.869830 3.118373 -0.2 -0.2 0.1
C 0.831738 2.070217 4.238894 -0.1 0.1 -0.1
C 2.112691 1.740385 3.943365 0.1 0.0 -0.1
C 2.114528 1.314877 2.589056 0.1 0.1 -0.1
N 0.868762 1.337910 2.117912 -0.3 0.9 0.0
C 3.368862 1.098145 1.768362 0.0 0.1 0.1
C 4.621451 1.237852 2.634563 0.0 0.1 0.0
C 3.452913 -0.188761 0.959302 0.0 0.0 0.0
H -1.010695 3.212668 -3.951664 0.0 0.0 0.0
H -1.685410 2.017893 -2.829701 -0.1 0.1 0.0
H -2.374136 3.635813 -2.913358 0.0 0.0 0.0
H -0.296423 4.622870 -2.048466 -0.1 0.0 0.0
H 0.856176 1.824222 -1.722808 0.0 0.2 0.0
H 1.366125 3.024286 -2.903803 0.0 0.0 0.0
H 1.571937 3.349438 -1.181385 0.0 0.0 0.0
H -2.389873 5.300480 -0.589928 0.0 0.0 0.0
H -2.835086 4.612409 2.005813 0.0 0.0 0.0
H -1.742132 3.048874 3.790669 0.0 0.0 0.0
H -4.081913 1.260428 2.040385 0.0 0.0 0.0
H -5.382917 -0.003129 0.013352 0.0 0.0 0.0
H -4.173973 -0.863480 -2.482494 0.0 0.0 0.0
H -1.400569 -2.059544 -2.001837 0.0 0.0 0.0
H -2.312127 -2.132043 -3.507625 0.0 0.0 0.0
H -1.752781 -0.578930 -2.893678 0.0 0.0 0.0
H -3.364003 -3.322411 -0.855424 0.0 0.0 0.0
H -4.998440 -2.649885 -0.935002 0.0 0.0 0.0
H -4.251575 -3.332065 -2.381684 0.0 0.0 0.0
H 0.391352 2.488199 5.129572 0.0 0.0 0.0
H 2.967402 1.824084 4.589281 0.0 0.0 0.0
H 3.350037 1.935024 1.060144 0.0 0.0 0.0
H 4.637562 0.484198 3.424545 0.0 0.0 0.0
H 5.504912 1.086074 2.016334 0.0 0.0 0.0
H 4.705243 2.224221 3.088824 0.0 0.0 0.0
H 3.667022 -1.047587 1.599327 0.0 0.0 0.0
H 2.541250 -0.377531 0.399430 0.1 0.0 0.0
H 4.282447 -0.106274 0.256953 0.0 0.0 0.0
C 0.815729 -1.404542 2.669460 0.1 -0.3 0.4
N -0.291924 -1.331206 1.659678 -0.2 -0.8 -0.4
C -1.558661 -1.743335 2.407768 -0.1 -0.3 0.5
N -1.447031 -3.049127 3.021901 0.5 0.3 -0.3
C -0.315758 -3.041838 3.953891 -0.1 -0.1 0.2
N 0.935621 -2.714190 3.275381 -0.1 0.1 -0.4
C 1.161566 -3.714810 2.223679 0.0 -0.1 0.1
N 0.056911 -3.741065 1.258765 0.1 0.4 0.1
C -0.048673 -2.430586 0.657033 0.2 -0.5 0.1
C -1.179707 -4.041429 1.974751 -0.2 -0.1 0.1
H 0.614556 -0.668026 3.447513 0.0 -0.1 0.0
H 1.740901 -1.160524 2.166586 0.0 -0.1 0.0
H -2.387546 -1.766588 1.711612 0.0 -0.1 0.0
H -1.737242 -0.997649 3.182186 0.0 0.0 0.0
H -0.222607 -4.025602 4.412439 0.0 0.0 0.0
H -0.500454 -2.306691 4.738947 0.0 0.0 0.0
H 1.251027 -4.696161 2.688064 0.0 0.0 0.0
H 2.094011 -3.491910 1.702032 0.0 0.0 0.0
H -0.861776 -2.405862 -0.062782 0.0 0.0 0.0
H 0.881838 -2.199330 0.161366 0.1 0.1 -0.1
H -1.095581 -5.027305 2.430660 0.0 0.0 0.0
H -2.010926 -4.053014 1.267914 0.0 0.0 0.0
C 2.636628 -1.794922 -1.744149 0.0 0.1 0.0
C 1.663231 -0.674165 -1.993715 0.0 -0.1 -0.3
O 0.906327 -0.228448 -1.121369 0.2 0.2 0.2
C 1.610302 -0.161591 -3.376552 0.1 -0.1 -0.1
C 2.685985 -0.347261 -4.254006 0.0 0.0 0.0
C 2.619061 0.133144 -5.549576 0.0 0.0 0.0
C 1.469210 0.771691 -5.995578 0.0 0.0 0.0
C 0.387322 0.940612 -5.140883 0.0 0.0 0.0
C 0.465930 0.486459 -3.838332 0.0 -0.1 0.0
H 2.562547 -2.204259 -0.747959 0.0 -0.1 0.1
H 3.656999 -1.436072 -1.887116 0.0 0.0 0.0
H 2.470797 -2.584866 -2.476984 0.0 0.0 0.0
H 3.585908 -0.851241 -3.932494 0.0 0.0 0.0
H 3.459854 0.001086 -6.216411 0.0 0.0 0.0
H 1.413596 1.130608 -7.014669 0.0 0.0 0.0
H -0.514626 1.420882 -5.496608 0.0 0.0 0.0
H -0.367606 0.606457 -3.165889 0.1 0.0 0.0
```
Positions in Å, forces in eV/Å.

As for the LUMO energy: -6.17 eV. For the maximum force, the calculation gives 1.88 eV/Å. For the HOMO-LUMO gap, the calculation gives 0.2844 Eh. Its HOMO energy is -13.9 eV. The charge is +2. The value obtained for the total energy is -1999.64218 Ha. The value obtained for the molar mass is 791.83 g/mol.

Results of the Löwdin charge analysis, in e, for atoms 1 through 2:
1. Ir 1.47
2. C -0.03

- Among the records above, which one has the highest maximum force?
  C32H48BBrN3O2P2Pb

- Among the records above, which one has the lowest HOMO-LUMO gap?
  C32H48BBrN3O2P2Pb